No. 1
{
  "formula": "C44H65N11",
  "method": "ωB97M-V/def2-TZVPD",
  "species": ["C", "C", "C", "C", "N", "H", "H", "H", "H", "H", "H", "H", "C", "C", "C", "C", "N", "H", "H", "H", "H", "H", "H", "H", "C", "C", "C", "C", "N", "H", "H", "H", "H", "H", "H", "H", "C", "C", "C", "C", "N", "H", "H", "H", "H", "H", "H", "H", "C", "C", "C", "C", "N", "H", "H", "H", "H", "H", "H", "H", "N", "C", "C", "C", "C", "H", "H", "H", "H", "H", "N", "C", "C", "C", "C", "H", "H", "H", "H", "H", "N", "C", "C", "C", "C", "H", "H", "H", "H", "H", "N", "C", "C", "C", "C", "H", "H", "H", "H", "H", "N", "C", "C", "C", "C", "H", "H", "H", "H", "H", "N", "C", "C", "C", "C", "H", "H", "H", "H", "H"],
  "coordinates": [[-0.05, -8.41, -2.47], [1.39, -8.77, -2.83], [2.25, -9.37, -1.70], [1.56, -9.67, -0.39], [1.04, -9.88, 0.62], [-0.57, -9.26, -2.03], [-0.49, -8.15, -3.43], [0.05, -7.67, -1.67], [1.82, -7.79, -3.05], [1.62, -9.23, -3.79], [3.06, -8.63, -1.61], [2.73, -10.30, -2.01], [-1.62, 0.88, 8.99], [-0.36, 0.43, 9.73], [-0.38, 0.93, 11.17], [0.84, 0.83, 11.93], [1.79, 0.69, 12.55], [-2.52, 0.76, 9.59], [-1.77, 0.28, 8.09], [-1.58, 1.94, 8.75], [0.46, 1.01, 9.32], [-0.28, -0.65, 9.66], [-1.22, 0.65, 11.79], [-0.62, 1.99, 11.10], [-8.87, 1.90, 3.20], [-9.74, 2.93, 3.96], [-9.28, 3.18, 5.42], [-9.16, 2.05, 6.35], [-9.01, 1.19, 7.05], [-9.03, 0.88, 3.56], [-7.79, 2.03, 3.18], [-9.17, 2.09, 2.17], [-10.75, 2.54, 3.85], [-9.73, 3.96, 3.58], [-10.05, 3.89, 5.72], [-8.38, 3.81, 5.51], [8.16, -4.61, -4.02], [8.53, -3.56, -5.22], [8.81, -4.39, -6.46], [7.82, -5.36, -6.82], [7.00, -6.14, -7.19], [7.72, -5.53, -4.41], [7.43, -4.22, -3.32], [9.08, -4.91, -3.51], [9.46, -3.16, -4.80], [7.85, -2.71, -5.32], [9.60, -5.05, -6.10], [9.26, -3.73, -7.20], [-5.14, 9.67, -4.57], [-5.20, 10.29, -3.13], [-3.87, 10.09, -2.35], [-3.78, 8.71, -1.96], [-3.84, 7.55, -1.63], [-4.88, 8.61, -4.52], [-4.56, 10.29, -5.26], [-6.17, 9.74, -4.95], [-6.10, 10.10, -2.55], [-5.41, 11.35, -3.29], [-3.94, 10.63, -1.41], [-2.97, 10.26, -2.94], [1.02, -0.74, -1.39], [-0.12, -0.04, -1.07], [-0.73, -0.71, 0.01], [-0.02, -1.81, 0.16], [1.08, -1.89, -0.73], [1.52, -0.54, -2.24], [-0.21, 0.84, -1.67], [-1.55, -0.29, 0.57], [-0.14, -2.56, 0.93], [1.83, -2.65, -0.88], [-5.36, -4.47, -7.73], [-5.56, -3.86, -6.59], [-4.39, -3.43, -6.06], [-3.40, -3.96, -6.92], [-4.01, -4.63, -7.98], [-6.02, -4.90, -8.36], [-6.57, -3.66, -6.25], [-4.12, -2.78, -5.24], [-2.34, -3.84, -6.72], [-3.54, -5.22, -8.75], [-4.71, -5.42, 6.61], [-4.32, -6.50, 7.26], [-3.35, -7.10, 6.52], [-3.17, -6.41, 5.33], [-4.06, -5.31, 5.41], [-5.50, -4.84, 6.84], [-4.82, -6.81, 8.17], [-2.78, -7.95, 6.86], [-2.55, -6.74, 4.51], [-4.26, -4.46, 4.78], [7.20, 1.29, 0.25], [7.61, 0.41, 1.21], [8.98, 0.17, 0.97], [9.40, 1.05, 0.04], [8.29, 1.62, -0.52], [6.24, 1.57, 0.09], [7.01, 0.00, 2.02], [9.56, -0.50, 1.59], [10.44, 1.19, -0.19], [8.11, 2.38, -1.27], [1.53, 4.39, -6.59], [2.63, 3.80, -7.10], [3.70, 4.49, -6.58], [3.26, 5.76, -6.29], [1.88, 5.65, -6.09], [0.61, 3.98, -6.73], [2.53, 2.77, -7.41], [4.71, 4.13, -6.52], [4.05, 6.45, -6.01], [1.21, 6.41, -5.70], [2.72, 5.56, 1.71], [3.38, 6.67, 1.81], [3.77, 6.78, 3.12], [3.46, 5.63, 3.82], [2.77, 4.80, 2.87], [2.35, 5.10, 0.89], [3.47, 7.39, 1.01], [4.34, 7.59, 3.55], [3.62, 5.40, 4.86], [2.32, 3.82, 2.88]],
  "lumo_ev": 0.11,
  "total_energy_ha": -2317.578115,
  "smiles": "c1cc[nH]c1.c1cc[nH]c1.c1cc[nH]c1.c1cc[nH]c1.c1cc[nH]c1.c1cc[nH]c1.CCCC#N.CCCC#N.CCCC#N.CCCC#N.CCCC#N",
  "spin_multiplicity": 1
}

=====

No. 2
{
  "formula": "C5H12O",
  "method": "ωB97M-V/def2-TZVPD",
  "species": ["C", "O", "C", "C", "C", "C", "H", "H", "H", "H", "H", "H", "H", "H", "H", "H", "H", "H"],
  "coordinates": [[1.71, -0.08, -0.30], [0.56, 0.76, -0.26], [-1.14, 0.05, 0.37], [0.17, 1.30, -1.51], [-0.95, -1.39, -0.03], [-0.91, 0.26, 1.83], [2.57, 0.49, -0.68], [1.55, -0.96, -0.94], [1.90, -0.40, 0.72], [1.06, 1.63, -2.07], [-0.40, 0.57, -2.10], [-0.48, 2.15, -1.29], [-0.77, -1.51, -1.11], [-0.21, -1.99, 0.53], [-1.94, -1.84, 0.15], [-0.14, -0.37, 2.32], [-0.72, 1.31, 2.07], [-1.87, 0.00, 2.29]],
  "lumo_ev": 0.93,
  "total_energy_ha": -272.782486,
  "spin_multiplicity": 1
}

=====

No. 3
{
  "formula": "C23H46MnN11O8P",
  "method": "ωB97M-V/def2-TZVPD",
  "species": ["Mn", "N", "C", "C", "O", "N", "C", "C", "O", "O", "H", "H", "H", "H", "H", "H", "N", "C", "C", "C", "C", "N", "C", "N", "N", "C", "O", "O", "H", "H", "H", "H", "H", "H", "H", "H", "H", "H", "H", "H", "H", "H", "C", "N", "C", "P", "O", "N", "C", "C", "N", "C", "C", "H", "H", "H", "H", "H", "H", "H", "H", "H", "H", "H", "H", "H", "H", "H", "H", "H", "H", "O", "C", "N", "C", "O", "C", "C", "C", "C", "N", "C", "H", "H", "H", "H", "H", "H", "H", "H"],
  "coordinates": [[-0.57, 0.90, 0.18], [-0.56, 3.21, -0.94], [-0.34, 4.18, 0.13], [-0.64, 3.62, 1.52], [-0.93, 4.43, 2.42], [-0.50, 2.30, 1.62], [-0.81, 1.74, 2.92], [-1.61, 0.46, 2.78], [-2.24, -0.02, 3.74], [-1.58, -0.10, 1.62], [-0.07, 3.49, -1.78], [-1.55, 3.12, -1.16], [-0.91, 5.11, 0.02], [0.72, 4.46, 0.13], [-1.35, 2.44, 3.56], [0.11, 1.47, 3.47], [-1.04, -1.02, -0.82], [-2.25, -0.99, -1.64], [-3.16, -2.21, -1.48], [-3.43, -2.67, -0.04], [-3.89, -1.64, 1.01], [-4.89, -0.70, 0.50], [-5.00, 0.57, 0.86], [-4.46, 1.03, 1.98], [-5.75, 1.38, 0.07], [-3.01, 0.34, -1.45], [-4.13, 0.42, -2.01], [-2.45, 1.23, -0.78], [-0.31, -1.59, -1.24], [-1.23, -1.40, 0.10], [-1.93, -0.95, -2.69], [-2.73, -3.06, -2.01], [-4.09, -1.96, -2.00], [-2.54, -3.13, 0.37], [-4.17, -3.47, -0.11], [-3.04, -1.06, 1.37], [-4.31, -2.20, 1.85], [-5.39, -0.94, -0.35], [-3.78, 0.50, 2.52], [-4.33, 2.02, 2.06], [-5.54, 1.23, -0.93], [-5.75, 2.35, 0.34], [0.54, -1.84, 3.69], [1.84, -1.25, 3.42], [2.76, -1.28, 4.54], [2.22, -0.81, 1.88], [1.16, 0.01, 1.25], [3.64, 0.05, 1.93], [4.96, -0.55, 1.89], [3.60, 1.42, 2.40], [2.51, -2.21, 1.05], [2.64, -2.17, -0.40], [2.92, -3.46, 1.66], [0.00, -1.28, 4.45], [0.65, -2.88, 4.03], [-0.07, -1.82, 2.79], [2.33, -0.76, 5.40], [3.70, -0.78, 4.28], [2.99, -2.30, 4.84], [4.90, -1.57, 1.53], [5.44, -0.55, 2.87], [5.60, 0.02, 1.20], [2.58, 1.81, 2.34], [4.24, 2.05, 1.78], [3.95, 1.51, 3.44], [2.21, -1.24, -0.78], [2.11, -3.02, -0.84], [3.69, -2.22, -0.71], [2.81, -3.41, 2.74], [3.97, -3.69, 1.43], [2.31, -4.28, 1.28], [-1.53, -0.49, -6.75], [-0.22, 0.05, -6.85], [0.17, 0.30, -5.48], [1.44, 0.66, -5.19], [2.29, 0.76, -6.06], [1.77, 0.91, -3.75], [3.07, 1.30, -3.43], [3.39, 1.55, -2.11], [2.41, 1.39, -1.14], [1.17, 1.01, -1.43], [0.86, 0.80, -2.70], [-1.90, -0.58, -7.63], [-0.21, 0.98, -7.43], [0.48, -0.66, -7.30], [-0.57, 0.29, -4.80], [3.79, 1.40, -4.24], [4.39, 1.87, -1.83], [2.61, 1.57, -0.09], [-0.18, 0.52, -2.87]],
  "lumo_ev": [0.19, 0.19],
  "total_energy_ha": -3600.807031,
  "spin_multiplicity": 2
}

=====

No. 4
{
  "formula": "C8H10NO4S",
  "method": "ωB97M-V/def2-TZVPD",
  "species": ["C", "C", "C", "C", "C", "C", "C", "C", "N", "O", "O", "O", "O", "S", "H", "H", "H", "H", "H", "H", "H", "H", "H", "H"],
  "coordinates": [[-1.92, -1.30, 1.13], [-2.12, -0.13, -1.28], [-1.54, -1.49, -1.52], [1.36, -0.68, 0.22], [0.88, 0.74, 0.37], [-1.36, -0.82, -0.18], [-0.06, -0.39, 0.40], [1.20, 1.48, 1.65], [-0.92, -0.90, 1.97], [0.34, -3.07, 1.76], [-2.98, -1.83, 1.37], [1.23, -1.29, 3.15], [-0.72, -2.53, 3.90], [0.07, -2.08, 2.78], [-1.66, 0.72, -1.76], [-3.19, -0.04, -1.16], [-2.21, -2.34, -1.56], [-0.67, -1.57, -2.16], [1.68, -1.05, -0.75], [1.85, -1.14, 1.07], [0.85, 1.37, -0.52], [1.21, 0.76, 2.47], [0.46, 2.24, 1.85], [2.18, 1.95, 1.58]],
  "lumo_ev": 3.25,
  "total_energy_ha": -1064.732849,
  "total_charge": -1,
  "spin_multiplicity": 1
}

=====

No. 5
{
  "formula": "C6H15NO",
  "method": "ωB97M-V/def2-TZVPD",
  "species": ["C", "C", "N", "C", "C", "C", "C", "H", "H", "H", "H", "H", "H", "H", "H", "H", "H", "H", "H", "H", "H", "H", "O"],
  "coordinates": [[-2.28, 0.89, -0.87], [-1.15, -0.14, -0.98], [-0.15, -2.28, 0.69], [0.25, -0.97, 1.04], [-0.24, 0.03, 0.25], [0.27, 1.46, 0.35], [1.42, -0.80, 1.96], [-2.16, 1.69, -1.59], [-2.33, 1.29, 0.14], [-3.26, 0.40, -0.99], [-1.54, -1.13, -1.10], [-0.56, -0.09, -1.91], [-1.12, -2.24, 0.37], [-0.17, -3.03, 1.37], [1.30, 1.39, 0.68], [0.20, 2.05, -0.54], [-0.38, 1.94, 1.14], [1.13, -0.62, 3.00], [2.08, -1.69, 1.83], [1.95, 0.10, 1.68], [2.50, 0.36, -2.90], [1.69, 0.62, -1.60], [2.54, 0.75, -2.03]],
  "lumo_ev": 0.88,
  "total_energy_ha": -367.563909,
  "smiles": "CC/C(C)=C(/C)N.O",
  "spin_multiplicity": 1
}

=====

No. 6
{
  "formula": "C16H37AlClNO11P2",
  "method": "ωB97M-V/def2-TZVPD",
  "species": ["N", "C", "Al", "C", "C", "O", "Cl", "C", "O", "O", "H", "H", "H", "H", "H", "H", "H", "O", "P", "O", "C", "C", "O", "C", "C", "O", "C", "C", "H", "H", "H", "H", "H", "H", "H", "H", "H", "H", "H", "H", "H", "H", "H", "O", "P", "O", "C", "C", "O", "C", "C", "O", "C", "C", "H", "H", "H", "H", "H", "H", "H", "H", "H", "H", "H", "H", "H", "H", "H"],
  "coordinates": [[-5.16, 2.18, 4.43], [-5.91, 1.00, 5.08], [-7.87, 0.85, 4.51], [-9.16, 2.11, 5.49], [-10.73, 1.79, 4.99], [-11.43, 0.77, 5.56], [-11.62, 2.78, 3.68], [-8.49, -1.08, 4.94], [-7.94, -1.63, 6.05], [-9.49, -1.84, 4.17], [-4.70, 1.75, 3.57], [-4.42, 2.51, 5.11], [-5.33, -0.01, 4.84], [-5.90, 1.25, 6.25], [-8.02, 1.13, 2.96], [-9.14, 1.77, 6.64], [-8.96, 3.25, 5.34], [-2.85, 0.49, 1.32], [-1.54, 0.33, 0.52], [-1.87, -1.23, 0.05], [-2.79, -1.40, -1.02], [-2.16, -1.03, -2.35], [-0.64, -0.01, 1.87], [-0.98, 0.52, 3.15], [-1.72, -0.54, 3.95], [-0.07, 0.15, -0.39], [1.11, -0.49, 0.09], [0.97, -1.98, 0.31], [-3.69, -0.81, -0.84], [-3.07, -2.46, -1.03], [-1.94, 0.04, -2.39], [-2.84, -1.27, -3.18], [-1.22, -1.56, -2.49], [-1.56, 1.44, 3.06], [-0.05, 0.77, 3.66], [-2.61, -0.90, 3.44], [-2.02, -0.14, 4.93], [-1.08, -1.41, 4.11], [1.49, 0.02, 0.98], [1.87, -0.33, -0.69], [0.29, -2.21, 1.13], [1.94, -2.43, 0.55], [0.57, -2.47, -0.59], [5.47, -0.97, -1.98], [6.55, -0.24, -2.81], [5.48, 0.85, -3.46], [5.09, 1.94, -2.64], [6.20, 2.96, -2.50], [6.51, -1.37, -4.02], [6.19, -2.73, -3.77], [4.73, -2.98, -4.14], [7.76, 0.58, -3.74], [8.02, 0.36, -5.12], [6.90, 0.79, -6.05], [4.77, 1.57, -1.66], [4.22, 2.41, -3.12], [7.05, 2.54, -1.95], [5.85, 3.84, -1.96], [6.57, 3.27, -3.48], [6.40, -3.01, -2.73], [6.83, -3.35, -4.40], [4.05, -2.32, -3.59], [4.45, -4.02, -3.92], [4.57, -2.79, -5.20], [8.32, -0.68, -5.29], [8.91, 0.96, -5.36], [6.01, 0.18, -5.92], [7.22, 0.71, -7.09], [6.61, 1.83, -5.84]],
  "lumo_ev": 0.51,
  "total_energy_ha": -2899.325943,
  "total_charge": -2,
  "spin_multiplicity": 1
}

=====

No. 7
{
  "formula": "C17H36N6PdS2SbSe4",
  "method": "ωB97M-V/def2-TZVPD",
  "species": ["Pd", "Se", "Sb", "Se", "Se", "Se", "C", "C", "C", "C", "N", "C", "S", "N", "C", "C", "C", "C", "H", "H", "H", "H", "H", "H", "H", "H", "H", "H", "H", "H", "H", "H", "H", "H", "H", "H", "H", "H", "C", "C", "N", "C", "S", "N", "C", "C", "H", "H", "H", "H", "H", "H", "H", "H", "H", "H", "H", "H", "N", "C", "C", "N", "C", "H", "H", "H", "H"],
  "coordinates": [[0.79, -0.34, -0.18], [0.82, -4.50, 2.13], [-0.42, -2.50, 1.54], [0.88, -0.49, 2.25], [-0.60, -2.37, -0.96], [-2.68, -2.07, 2.37], [-4.32, 1.47, 3.73], [-4.03, 2.57, 2.72], [-2.56, 2.99, 2.67], [-1.58, 1.85, 2.39], [-1.93, 1.13, 1.17], [-1.48, 1.39, -0.05], [0.01, 2.20, -0.32], [-2.24, 0.94, -1.06], [-1.89, 1.04, -2.47], [-2.30, 2.36, -3.11], [-3.79, 2.51, -3.44], [-4.70, 2.68, -2.23], [-5.39, 1.28, 3.81], [-3.95, 1.75, 4.72], [-3.83, 0.52, 3.47], [-4.64, 3.45, 2.94], [-4.34, 2.24, 1.72], [-2.29, 3.43, 3.63], [-2.43, 3.77, 1.91], [-1.55, 1.12, 3.19], [-0.57, 2.24, 2.27], [-2.72, 0.50, 1.26], [-2.95, 0.26, -0.82], [-2.38, 0.20, -2.98], [-0.82, 0.89, -2.57], [-1.72, 2.47, -4.03], [-1.98, 3.17, -2.45], [-4.11, 1.63, -4.02], [-3.91, 3.37, -4.10], [-4.67, 1.81, -1.57], [-5.74, 2.82, -2.53], [-4.39, 3.55, -1.64], [5.00, -3.24, 3.53], [3.85, -2.28, 3.23], [4.17, -1.34, 2.17], [3.88, -1.47, 0.86], [4.12, -0.10, -0.14], [3.37, -2.63, 0.45], [3.10, -2.97, -0.93], [4.29, -3.69, -1.58], [4.72, -3.91, 4.35], [5.89, -2.69, 3.82], [5.24, -3.84, 2.66], [3.58, -1.69, 4.11], [2.94, -2.83, 2.98], [4.48, -0.42, 2.41], [3.03, -3.29, 1.14], [2.88, -2.06, -1.47], [2.21, -3.59, -0.94], [5.17, -3.04, -1.58], [4.05, -3.96, -2.61], [4.52, -4.61, -1.03], [2.32, 0.95, -3.78], [1.62, -0.09, -4.35], [1.02, -0.74, -3.32], [1.35, -0.11, -2.14], [2.13, 0.91, -2.45], [2.89, 1.62, -4.26], [1.62, -0.27, -5.41], [0.39, -1.61, -3.33], [2.56, 1.60, -1.75]],
  "lumo_ev": 1.76,
  "total_energy_ha": -11768.362009,
  "total_charge": -1,
  "spin_multiplicity": 1
}

=====

No. 8
{
  "formula": "C3H8Cl3HgO2",
  "method": "ωB97M-V/def2-TZVPD",
  "species": ["Hg", "C", "O", "H", "H", "H", "C", "O", "H", "H", "H", "Cl", "C", "Cl", "Cl", "H", "H"],
  "coordinates": [[15.78, 0.08, -23.39], [18.54, -1.11, -22.36], [17.17, -1.08, -22.25], [19.03, -1.87, -21.72], [18.86, -1.36, -23.39], [19.02, -0.14, -22.15], [13.51, 0.64, -21.34], [14.41, -0.33, -21.72], [12.45, 0.40, -21.58], [13.56, 0.76, -20.24], [13.71, 1.65, -21.75], [15.57, 1.69, -25.18], [13.64, -2.86, -23.28], [14.76, -2.27, -24.53], [14.50, -3.66, -21.98], [13.09, -2.00, -22.94], [12.99, -3.61, -23.73]],
  "lumo_ev": 3.15,
  "total_energy_ha": -1803.591615,
  "total_charge": -1,
  "spin_multiplicity": 1
}

=====

No. 9
{
  "formula": "C6H17NO",
  "method": "ωB97M-V/def2-TZVPD",
  "species": ["C", "C", "C", "C", "C", "O", "H", "H", "H", "H", "H", "H", "H", "H", "H", "H", "H", "H", "C", "N", "H", "H", "H", "H", "H"],
  "coordinates": [[0.83, 1.06, -0.16], [-1.90, 0.58, 1.33], [1.45, 0.14, -1.00], [1.24, 1.12, 1.28], [0.28, 2.33, -0.74], [-1.17, 0.26, 0.19], [-2.00, 1.67, 1.44], [-2.91, 0.15, 1.29], [-1.43, 0.19, 2.26], [2.27, -0.44, -0.59], [1.44, 0.12, 1.67], [-0.06, 2.19, -1.76], [1.56, 0.40, -2.05], [0.41, -1.09, -1.19], [2.15, 1.71, 1.37], [0.48, 1.59, 1.90], [1.07, 3.10, -0.74], [-0.55, 2.70, -0.15], [-0.21, -3.03, -0.37], [-0.53, -1.79, -1.08], [-1.00, -1.96, -1.97], [-1.05, -0.97, -0.39], [-1.11, -3.60, -0.13], [0.46, -3.67, -0.96], [0.28, -2.77, 0.56]],
  "lumo_ev": 0.85,
  "total_energy_ha": -368.686507,
  "spin_multiplicity": 1
}

=====

No. 10
{
  "formula": "CH6S",
  "method": "ωB97M-V/def2-TZVPD",
  "species": ["S", "H", "H", "C", "H", "H", "H", "H"],
  "coordinates": [[-1.76, 0.82, 1.66], [-2.93, 0.19, 1.54], [-1.54, 0.76, 0.34], [1.24, -0.35, -0.70], [0.59, -0.99, -1.29], [2.27, -0.61, -0.94], [1.05, 0.69, -0.96], [1.07, -0.51, 0.36]],
  "lumo_ev": 0.93,
  "total_energy_ha": -439.865719,
  "smiles": "C.S",
  "spin_multiplicity": 1
}